C7H8F3N3 | ωB97M-V/def2-TZVPD

Atoms and positions in Å:
1 C 1.135 0.737 2.544
2 C 2.249 0.893 1.675
3 C -0.100 0.605 2.002
4 C 2.038 1.064 0.368
5 C -0.343 0.871 0.597
6 C -1.257 -0.566 -1.569
7 C -0.397 -1.769 -0.994
8 N 0.783 1.014 -0.168
9 N -2.578 -0.642 -1.422
10 N -0.530 0.233 -2.224
11 F -0.793 -2.245 0.215
12 F -0.785 -2.756 -1.813
13 F 0.893 -1.562 -0.997
14 H 1.253 0.419 3.623
15 H 3.189 0.996 2.090
16 H -0.997 0.266 2.585
17 H 2.734 1.097 -0.469
18 H -3.048 -1.063 -0.594
19 H -3.024 0.177 -1.563
20 H 0.733 1.372 -1.114
21 H -1.154 0.857 -2.771

LUMO	0.029	hartree
gap between HOMO and LUMO	8.487	eV
energy above the lowest of the compared OMol25 structures with the same formula, charge and spin	3.1615	eV